Entry A
33
Properties=species:S:1:pos:R:3 method="wB97M-V/def2-TZVPD" orbital_gap_ev=10.4985 e_homo_ha=-0.3878 smiles=O.O.O.O.O.O.O.O.O.O.O
O 1.95585 1.25342 0.63123
O 0.35848 -1.53264 -2.75547
O 4.26106 -1.09749 0.59740
O -3.48831 -2.34585 2.10673
O -5.39867 -1.44656 -1.01348
O 4.18565 -2.72036 -1.50978
O 3.20223 4.26608 -0.42596
O -1.77595 2.03542 -0.18350
O -4.52811 2.16029 -0.27089
O -0.02905 0.03366 -0.91054
O 1.46290 -0.62311 3.70418
H 1.01195 1.07278 0.55769
H -0.48921 -1.45995 -2.30255
H -4.95591 -1.12525 -0.21994
H 2.74100 4.95999 0.05855
H -0.60451 -0.20081 -0.17375
H 2.30686 1.02385 -0.23657
H -3.67612 -1.42275 2.31067
H 2.08417 -0.69564 2.97087
H 4.75031 -1.89206 0.83884
H 4.47994 -3.62583 -1.35979
H 4.95409 -2.28489 -1.89559
H -4.28281 1.70334 -1.08330
H -5.11442 2.86585 -0.56655
H 1.71669 0.19475 4.14654
H -4.35186 -2.72075 1.90005
H -2.39652 1.32716 -0.38906
H 0.48856 -0.76422 -1.06695
H 4.92370 -0.39796 0.62058
H -6.28547 -1.67344 -0.71165
H -1.93047 2.21901 0.75000
H 0.48633 -0.66465 -3.15452
H 2.49508 3.69864 -0.75296



Entry B
33
Properties=species:S:1:pos:R:3 method="wB97M-V/def2-TZVPD" orbital_gap_ev=6.9152 e_homo_ha=-0.2499
O 0.40880 -3.25047 -2.05477
O 2.36086 -3.93607 -0.10563
O 0.40735 1.01786 -1.85312
O -1.13931 0.26020 -0.35990
O -3.61060 1.10942 0.26399
O -0.80195 1.61926 1.61912
O 4.18740 0.76877 2.99843
O -3.72996 -0.27721 2.48802
O 3.19117 1.26319 0.20684
O -1.64380 0.93334 -2.82659
O 0.44391 -0.31286 0.09393
H -2.95542 0.30004 2.50350
H 1.03921 0.17798 -0.48612
H -0.99212 0.86907 -1.00282
H -1.62799 0.61332 -3.71813
H 1.33562 0.91801 -2.15379
H 0.42296 1.71919 -1.09133
H 3.30661 -3.92477 -0.35172
H 0.46615 -2.59382 -2.82381
H -1.68763 1.26676 1.87844
H 0.88265 -0.22191 0.89464
H -4.08817 0.51715 0.89531
H -2.06132 0.25184 -0.09255
H -1.04942 2.23367 0.96470
H 4.82166 0.45546 3.65805
H -2.31503 1.57699 -2.77452
H 2.55494 0.84954 -0.42633
H -4.16207 1.28005 -0.45195
H 3.38925 2.14551 -0.13792
H -3.51433 -0.81177 3.20176
H 3.45872 0.25803 3.18731
H 2.04593 -4.20607 -0.90835
H 0.65592 -2.86969 -1.23467



entry A is the most stable structure; the next one sits 0.2282 hartree above it.



Entry A
33
Properties=species:S:1:pos:R:3 method="wB97M-V/def2-TZVPD" orbital_gap_ev=10.5939 e_homo_ha=-0.3870 smiles=O.O.O.O.O.O.O.O.O.O.O
O -0.74019 -2.18364 -0.05007
O -3.05884 -2.56911 2.92559
O 2.50635 -0.17207 -1.50573
O 3.82380 3.19199 0.15978
O 1.11806 1.68477 -2.70152
O -1.31756 3.62735 -0.27620
O 0.20018 -0.65724 -3.88739
O -2.08117 -2.55850 -4.06642
O 1.79249 -0.15877 4.05440
O -1.23343 -0.65257 4.12023
O -1.26345 0.30078 0.52788
H -1.45401 -2.85852 -3.46487
H -1.69999 -1.64131 -4.06365
H 0.83333 1.08600 -3.38126
H 0.93353 -0.58503 -4.50628
H -1.48150 4.51399 -0.06373
H 0.82671 -0.77196 -3.14489
H 2.48194 0.61996 4.14072
H 3.37444 -0.21237 -1.76784
H 0.88249 0.46150 4.22221
H -2.84329 -3.51777 2.99324
H -3.26301 -2.39145 3.81214
H -0.79802 -0.47818 1.00743
H -2.02403 -1.31027 4.10475
H -0.88304 -0.91780 3.28841
H -1.89237 3.05543 0.32058
H 0.01395 -1.61959 0.10235
H -1.80485 0.08189 -0.26185
H 3.39301 3.46816 -0.69557
H 0.45447 2.05676 -2.06851
H 2.27573 0.59099 -0.88029
H 3.47094 3.62979 0.96799
H -0.54265 -3.11319 0.03837



Entry B
33
Properties=species:S:1:pos:R:3 method="wB97M-V/def2-TZVPD" orbital_gap_ev=9.9938 e_homo_ha=-0.3880 smiles=O.O.O.O.O.O.O.O.O.O.O
O 1.84579 -2.22734 1.86208
O -4.38381 3.20599 -0.93721
O 0.25138 3.48486 1.07605
O -1.68636 0.15017 -0.60417
O -3.29702 -2.39641 -0.22576
O 1.62531 3.04571 -1.12126
O 3.50332 -1.96893 -0.29115
O 3.52700 0.71052 -1.12367
O 0.16121 -3.32527 -2.31461
O 2.26760 1.24387 2.48430
O -3.04007 -1.95382 2.30458
H -0.33605 2.72659 0.98150
H -2.24126 0.50648 -1.30711
H 2.47065 2.69597 -1.42468
H -2.71202 -2.50908 1.58830
H 1.69322 0.62841 2.01497
H 3.62594 0.53542 -2.06629
H 1.13541 3.10236 1.04190
H 1.85814 2.10420 2.33880
H -3.59837 -2.54465 2.82247
H 1.87985 -2.24470 0.89900
H 2.59723 0.52756 -0.94748
H 2.84065 -1.38495 -0.67692
H 4.13354 -2.11308 -1.00601
H -3.88695 3.29232 -0.11583
H -0.08214 -2.46934 -1.94427
H -1.10383 -0.47009 -1.05686
H -4.08664 -2.85361 -0.53633
H 1.86393 3.83292 -0.61891
H 1.71751 -1.29621 2.07546
H -3.21240 -1.64349 -0.82152
H -0.07743 -3.95540 -1.62542
H -5.25332 3.56301 -0.72395



Entry C
33
Properties=species:S:1:pos:R:3 method="wB97M-V/def2-TZVPD" orbital_gap_ev=7.3804 e_homo_ha=-0.2760
O -3.53965 -2.61853 1.06889
O 2.24071 1.55896 0.28141
O -4.66746 -0.06364 -0.18672
O -0.78964 -0.26907 -0.05745
O -1.11830 3.48009 2.84653
O 1.65406 -0.42321 -2.19878
O 3.09180 -0.17776 -1.47417
O -0.78417 4.16392 -1.51656
O 1.80168 -3.55595 2.25172
O -0.33623 -1.70012 -2.81387
O 2.76228 0.28932 2.46811
H 2.89913 -0.57543 -0.61759
H -0.16632 3.42514 -1.47846
H 2.18236 1.99691 1.13802
H 0.23261 -2.47555 -2.87801
H -5.44097 0.24271 -0.67337
H 1.33699 1.27726 0.10001
H -1.54351 4.24886 3.24299
H -3.92709 -2.49091 0.19563
H 3.37713 0.47987 1.75072
H -0.21677 -0.86701 -0.55069
H -4.03464 -0.29724 -0.87517
H -1.19057 -2.05745 -2.54666
H 1.43209 0.38125 -2.68103
H -0.64649 4.53979 -2.39335
H 4.02353 0.06224 -1.41706
H 2.33873 -0.53436 2.20140
H 1.16059 -1.11397 -2.65522
H -3.08300 -3.46465 1.00147
H -1.69119 2.74399 3.08934
H 1.18936 -2.81381 2.30907
H 1.76399 -3.95920 3.12634
H -0.31102 0.56754 -0.05750



Entry D
33
Properties=species:S:1:pos:R:3 method="wB97M-V/def2-TZVPD" orbital_gap_ev=10.0098 e_homo_ha=-0.3859 smiles=O.O.O.O.O.O.O.O.O.O.O
O -0.70026 -0.08099 0.12442
O -0.80772 4.73177 3.36259
O 0.50259 1.59836 1.44674
O -1.40747 4.23559 0.92270
O 2.58983 -2.23004 -0.79234
O -1.20328 -3.51669 1.21375
O -0.83201 1.37534 -2.92405
O -1.73928 -1.17542 2.16607
O 0.87943 -2.93726 -4.29658
O 0.68976 -1.77336 4.21492
O 1.78432 0.84420 -4.15739
H 1.89286 1.64862 -4.67712
H 0.83378 -3.51214 -5.06886
H -0.97449 -0.29963 -0.77335
H -1.07962 0.71000 -2.27213
H 0.02456 1.07693 -3.24999
H -1.29998 -4.14784 0.49174
H 0.44936 1.95401 2.34098
H 2.23834 -2.41331 -1.67089
H -0.24543 0.76369 0.03155
H -1.73460 -2.13701 2.23173
H -0.03416 -2.40936 4.23580
H 2.33178 0.99279 -3.37816
H 1.85203 -2.41681 -0.20093
H -0.79924 -2.74611 0.79909
H -0.46927 4.37580 1.09334
H 1.17615 -1.99790 3.41368
H 0.02938 -3.06304 -3.86002
H -0.36401 3.88361 3.24971
H -1.44268 3.36780 0.50472
H -1.70793 4.56761 3.05985
H 1.42246 1.73601 1.19399
H -1.85520 -1.00522 1.22448



entry D is the most stable structure; the next one sits 0.0114 hartree above it.



Entry A
33
Properties=species:S:1:pos:R:3 method="wB97M-V/def2-TZVPD" orbital_gap_ev=9.4917 e_homo_ha=-0.3467 smiles=O.O.O.O.O.O.O.O.O.O.O
O -0.74719 -1.51641 2.95035
O -1.24547 2.60879 -3.14341
O 0.55461 -2.64415 -0.17269
O 2.33852 1.99660 1.67240
O 0.77666 -0.07600 -3.48052
O -1.28961 1.49484 2.41492
O -2.50810 4.15769 -2.45240
O 2.49517 -3.42052 -0.24073
O 0.49880 0.56485 -0.52695
O 2.18970 -1.10952 3.57312
O -2.99230 -2.20302 -0.77323
H 2.83541 -2.97612 0.54396
H -3.14441 4.87018 -2.32410
H -2.10416 1.75448 2.85999
H -1.54845 1.39445 1.49192
H -3.22105 -2.66222 -1.58920
H -0.85871 1.81905 -2.74881
H 2.26069 -4.30159 0.07187
H 1.21076 0.19900 0.00995
H 1.42787 -0.58681 3.84768
H -0.40257 -1.24267 2.09286
H -2.32120 3.84658 -1.55950
H -0.63497 3.31453 -2.90214
H -0.13226 -1.13045 3.58430
H 2.94542 -0.62427 3.92299
H 2.37202 2.42404 2.53563
H 0.50857 -0.60228 -4.24219
H -0.27775 0.05848 -0.26323
H 1.59370 2.41928 1.23017
H 0.96038 -3.19379 0.50718
H -3.20053 -1.28011 -0.95723
H 0.69414 -3.13862 -0.98818
H 0.47082 0.81353 -3.69074



Entry B
33
Properties=species:S:1:pos:R:3 method="wB97M-V/def2-TZVPD" orbital_gap_ev=10.7112 e_homo_ha=-0.4071 smiles=O.O.O.O.O.O.O.O.O.O.O
O 1.62602 -1.35692 3.54638
O -4.22057 -1.40026 -1.03978
O -1.77306 1.56125 -3.05343
O -2.70035 3.87992 1.36672
O 1.52056 -4.26790 0.42121
O -0.76141 -2.80739 0.12966
O 0.43851 0.69981 -0.26840
O -4.92325 0.56076 0.75294
O 2.84782 4.09505 0.07302
O 2.79625 -1.86732 -2.59129
O 4.83668 2.06134 -0.09881
H 2.01189 -1.59348 2.69202
H -1.27403 -3.60801 -0.01726
H -4.74723 1.56838 0.76529
H 4.49216 2.69712 -0.69076
H 2.71269 -2.80258 -2.79998
H -4.06552 -1.67508 -0.12252
H -3.24554 3.69975 0.54432
H 0.63246 -4.60239 0.16176
H 3.15604 3.61543 -0.72372
H 0.95437 0.07882 0.25666
H 5.56781 1.63576 -0.58239
H -3.83863 -2.11709 -1.49290
H 2.53750 -1.87192 -1.68372
H -4.34611 0.09654 1.33546
H -1.38139 1.23041 -2.23670
H -0.51864 0.43777 0.06663
H 1.68376 -4.51632 1.29078
H 2.88404 3.43720 0.70720
H -0.74575 -2.62587 1.12575
H -3.25863 4.28399 1.93705
H -0.99354 1.95276 -3.41949
H 2.09507 -0.47951 3.64830



entry B is the most stable structure; the next one sits 0.0294 hartree above it.



Entry A
11
Properties=species:S:1:pos:R:3 method="wB97M-V/def2-TZVPD" orbital_gap_ev="7.4814 / 7.4004" e_homo_ha="-0.2999 / -0.2988"
S -2.72337 0.36062 0.03849
N 0.42826 2.08447 -0.01841
N -2.04883 -1.11705 0.02079
N 0.16806 -0.27113 -0.05869
N 1.51478 -0.70414 -0.04959
C -0.12981 0.99468 -0.01759
C -0.80602 -1.30979 -0.02836
H -0.01011 2.98655 -0.00618
H 2.05995 -0.15826 -0.71589
H -0.37445 -2.29484 -0.04039
H 1.92155 -0.57111 0.87582



Entry B
11
Properties=species:S:1:pos:R:3 method="wB97M-V/def2-TZVPD" orbital_gap_ev=7.9376 e_homo_ha=-0.3087
S -1.15015 -0.22351 0.32155
N -1.50990 -1.79207 0.12526
N 0.09296 1.57698 -0.82242
N -1.45207 -2.66169 -0.74174
N -0.89965 0.83317 -1.02295
C 0.81838 1.81759 0.29819
C 1.49450 0.70878 0.69118
H 0.85636 2.99578 0.38819
H 2.41885 0.62267 1.20409
H 0.99510 -0.19352 0.06089
H -1.66439 -3.68418 -0.50223



entry A is the most stable structure; the next one sits 0.1209 hartree above it.